(1)
{"formula": "C21H35FeIN10OS", "method": "ωB97M-V/def2-TZVPD", "elements": ["Fe", "C", "N", "C", "N", "C", "N", "C", "N", "C", "C", "H", "H", "H", "H", "H", "H", "H", "H", "H", "H", "H", "H", "C", "N", "C", "C", "C", "N", "C", "O", "N", "H", "H", "H", "H", "H", "H", "H", "I", "C", "C", "C", "C", "N", "C", "H", "H", "H", "H", "C", "N", "C", "C", "S", "N", "C", "C", "H", "H", "H", "H", "H", "H", "H", "H", "H", "H", "H", "H"], "coordinates": [[0.38976, 0.00947, -0.19941], [3.14097, -1.69257, 1.04504], [4.57886, -1.65725, 1.01299], [5.07266, -0.49830, 1.76779], [4.55768, 0.74343, 1.17281], [3.12211, 0.72143, 1.21330], [2.54647, -0.44121, 0.43889], [3.10702, -0.36378, -0.95620], [4.54103, -0.32426, -0.99428], [5.04949, -1.55827, -0.36824], [5.01797, 0.82864, -0.21201], [2.79774, -1.76939, 2.07828], [2.79452, -2.55556, 0.47662], [6.15991, -0.49070, 1.73628], [4.74630, -0.56729, 2.80532], [2.72280, 1.64681, 0.79495], [2.79271, 0.62893, 2.24983], [2.70757, 0.53396, -1.42963], [2.76939, -1.24669, -1.50851], [6.13718, -1.54266, -0.38334], [4.70117, -2.42216, -0.93675], [4.64688, 1.75453, -0.65813], [6.10556, 0.84222, -0.23385], [-1.48903, 3.92928, 1.53199], [-0.42562, 3.67755, 0.54127], [0.20702, 4.70374, -0.11125], [1.10768, 4.47242, -1.08249], [1.34243, 3.12073, -1.46942], [0.74805, 2.11351, -0.78879], [-0.08085, 2.41178, 0.23651], [-0.57880, 1.42007, 0.85526], [2.14587, 2.84653, -2.48556], [-1.48414, 4.98453, 1.78642], [-1.31009, 3.33431, 2.42180], [-2.45477, 3.66555, 1.10628], [-0.06531, 5.70348, 0.19852], [1.61590, 5.28645, -1.57744], [2.56927, 3.59347, -3.01481], [2.24754, 1.91001, -2.83939], [0.12317, -5.24202, 2.67766], [0.21505, -4.20364, 0.89592], [0.32052, -4.85486, -0.32815], [0.38997, -4.10148, -1.49235], [0.36755, -2.72503, -1.40021], [0.28077, -2.09044, -0.21468], [0.19252, -2.82057, 0.90812], [0.34626, -5.93620, -0.37457], [0.46343, -4.58187, -2.45846], [0.41660, -2.10806, -2.28987], [0.11008, -2.27454, 1.84113], [-6.09233, -0.34894, -1.55744], [-4.66963, -0.10703, -1.23407], [-3.88128, 0.33102, -2.39369], [-4.11539, -0.50805, -0.09485], [-2.43432, -1.04862, -0.14797], [-4.75046, -0.59716, 1.05733], [-4.15173, -1.27611, 2.22065], [-6.01329, 0.11180, 1.34489], [-6.13238, -0.78517, -2.55386], [-6.65672, 0.58160, -1.56484], [-6.53507, -1.05165, -0.86104], [-4.42200, 1.13727, -2.88472], [-3.75400, -0.48486, -3.10581], [-2.90825, 0.69912, -2.08110], [-3.62825, -2.17988, 1.91617], [-4.95196, -1.55991, 2.89833], [-3.46727, -0.60759, 2.74477], [-6.16386, 0.92860, 0.64773], [-5.93709, 0.52070, 2.34979], [-6.86158, -0.56921, 1.31454]], "forces_ev_per_a": [[1.1, -0.9, 0.9], [0.0, 0.1, 0.0], [0.1, -0.1, 0.2], [-0.2, 0.0, -0.2], [0.2, 0.1, 0.1], [0.0, -0.2, 0.0], [-0.3, 0.6, -0.5], [0.2, -0.1, 0.1], [0.2, 0.0, -0.1], [-0.1, 0.1, 0.0], [-0.2, -0.1, 0.0], [0.0, 0.0, 0.0], [-0.1, 0.0, 0.0], [0.0, 0.0, 0.0], [0.0, 0.0, 0.0], [0.0, 0.0, -0.1], [-0.1, 0.0, 0.0], [0.0, 0.1, 0.0], [-0.1, 0.0, 0.0], [0.0, 0.0, 0.0], [0.0, 0.0, 0.0], [0.0, 0.0, 0.0], [0.0, 0.0, 0.0], [0.1, 0.0, 0.1], [0.1, 0.2, 0.1], [-0.1, 0.0, 0.1], [0.1, -0.1, -0.1], [0.0, -0.1, 0.1], [0.1, 0.4, -0.2], [-0.4, -0.1, -0.2], [0.0, 0.2, 0.0], [-0.1, 0.0, 0.0], [0.0, 0.0, 0.0], [0.0, 0.0, 0.0], [0.0, 0.0, 0.0], [0.0, 0.0, 0.0], [0.0, 0.0, 0.0], [0.0, 0.0, 0.0], [0.1, 0.0, 0.0], [0.0, -0.1, 0.1], [0.0, 0.0, 0.0], [0.0, 0.0, -0.1], [0.0, -0.1, 0.0], [0.0, 0.0, 0.2], [-0.3, 0.1, -0.5], [0.0, 0.2, -0.1], [0.0, 0.0, 0.0], [0.0, 0.0, 0.0], [0.0, 0.0, 0.0], [0.0, 0.0, 0.0], [0.0, 0.0, 0.0], [-0.1, -0.1, -0.2], [0.0, 0.0, 0.0], [0.1, 0.0, 0.1], [-0.6, 0.0, -0.1], [-0.1, 0.0, 0.1], [0.0, 0.0, -0.1], [0.1, 0.0, 0.0], [0.0, 0.0, 0.0], [0.0, 0.0, 0.0], [0.0, 0.0, 0.0], [0.0, 0.0, 0.0], [0.0, 0.0, 0.0], [0.0, 0.0, 0.0], [0.0, 0.0, 0.0], [0.0, 0.0, 0.0], [0.0, 0.0, 0.0], [0.0, 0.0, 0.0], [0.0, 0.0, 0.0], [0.0, 0.0, 0.0]], "s_squared": 8.76, "e_lumo_ha": [-0.2941, -0.4289], "multiplicity": 6, "total_charge": 3, "relative_energy_kcal_mol": 19.72, "e_homo_ev": [-15.8, -15.8]}

***

(2)
{"formula": "C4H11N3O", "method": "ωB97M-V/def2-TZVPD", "elements": ["C", "C", "N", "N", "H", "H", "H", "H", "H", "H", "N", "C", "C", "O", "H", "H", "H", "H", "H"], "coordinates": [[-0.50040, -0.24411, -1.99853], [0.51636, 0.00319, -0.89313], [0.14643, -1.42248, 0.21702], [1.74743, 0.20916, -1.33530], [1.09674, -1.66619, 0.48434], [-0.35251, -2.29043, 0.04238], [2.39132, 0.41155, -0.56810], [-0.09361, -0.99892, -2.66986], [-0.64430, 0.66085, -2.58579], [-1.46281, -0.56134, -1.59369], [-0.05637, -0.09744, 2.52847], [-0.03090, 0.90493, 0.26458], [-0.56740, -0.09427, 1.25658], [-1.00800, 1.83909, -0.12313], [-0.65635, 2.27772, -0.91226], [-0.64272, -0.18978, 3.34363], [0.92566, 0.11814, 2.63178], [0.82256, 1.43263, 0.72613], [-1.63112, -0.29232, 1.18488]], "forces_ev_per_a": [[0.1, -0.1, 0.2], [0.1, 2.3, -1.3], [-0.4, 0.9, 1.6], [-0.4, -1.2, 0.5], [-0.2, 0.0, 0.4], [-0.3, 0.1, 0.0], [-0.2, 0.4, 0.0], [-0.1, -0.1, 0.1], [0.0, 0.1, 0.0], [0.0, 0.0, -0.1], [-0.1, 0.2, 0.1], [0.8, -0.4, -0.1], [1.0, -2.2, -1.3], [0.0, 0.0, -0.2], [-0.2, 0.0, 0.2], [0.3, -0.2, -0.3], [-0.4, 0.1, 0.3], [-0.1, -0.1, -0.1], [0.0, 0.1, 0.1]], "e_lumo_ha": 0.0253, "relative_energy_kcal_mol": 89.60, "e_homo_ev": -7.6}

***

(3)
{"formula": "C37H24Br2I3N4O3V", "method": "ωB97M-V/def2-TZVPD", "elements": ["V", "Br", "C", "C", "C", "C", "O", "C", "C", "N", "C", "C", "C", "C", "C", "C", "C", "C", "N", "C", "C", "H", "H", "H", "H", "H", "H", "H", "H", "H", "H", "Br", "C", "C", "C", "C", "C", "C", "C", "C", "C", "C", "H", "H", "H", "H", "H", "H", "I", "C", "C", "C", "I", "C", "C", "C", "C", "N", "C", "C", "O", "H", "H", "H", "H", "N", "C", "O", "C", "I", "H", "H", "H", "H"], "coordinates": [[0.22003, -0.27096, -0.17057], [-7.06554, -1.15905, -2.26546], [-5.22726, -0.81452, -1.92123], [-4.25948, -1.36032, -2.75910], [-2.92627, -1.09658, -2.51621], [-2.53239, -0.30910, -1.42798], [-1.25718, -0.02291, -1.24266], [-3.52538, 0.20802, -0.57324], [-3.12903, 1.07390, 0.54158], [-1.98957, 0.96562, 1.08752], [-1.50310, 1.90625, 2.00760], [-2.27544, 2.82697, 2.70572], [-1.68297, 3.82804, 3.45669], [-0.29577, 3.91262, 3.47128], [0.49618, 2.97698, 2.82226], [1.94640, 3.12435, 2.74427], [2.69068, 2.12756, 2.28379], [2.04729, 0.81756, 1.94184], [0.64631, 0.91771, 1.51207], [-0.09581, 1.89282, 2.11512], [-4.86987, -0.02643, -0.84882], [-4.55264, -1.97591, -3.59829], [-2.15180, -1.48925, -3.16297], [-3.84124, 1.85342, 0.83586], [-3.35663, 2.76375, 2.66159], [-2.29017, 4.54093, 3.99810], [0.19493, 4.72466, 3.99717], [2.38700, 4.06634, 3.05265], [3.76827, 2.20450, 2.20477], [2.13146, 0.14643, 2.81644], [-5.62964, 0.40032, -0.20521], [-1.27281, -2.00802, 1.26551], [-0.96454, -3.48464, 0.11021], [-1.52750, -4.68248, 0.42632], [-1.33028, -5.77847, -0.44341], [-0.59193, -5.62206, -1.57683], [-0.00443, -4.37346, -1.90641], [0.75486, -4.20944, -3.08489], [1.30939, -2.99697, -3.37634], [1.14379, -1.89779, -2.50874], [0.42052, -1.99759, -1.34635], [-0.17578, -3.25456, -1.04199], [-2.12115, -4.79092, 1.32345], [-1.77358, -6.73530, -0.19949], [-0.43918, -6.45705, -2.25098], [0.88670, -5.05871, -3.74537], [1.89009, -2.87212, -4.28274], [1.60666, -0.95375, -2.77229], [3.53524, 2.62817, -2.69421], [3.75047, 1.49161, -0.95550], [5.04258, 1.42770, -0.30144], [5.23828, 0.54169, 0.69329], [7.16455, 0.42144, 1.52595], [4.19807, -0.33692, 1.16548], [4.37538, -1.49924, 1.84431], [3.31918, -2.43838, 1.98438], [2.16889, -2.22676, 1.25921], [1.89538, -1.10487, 0.60083], [2.77334, 0.04819, 0.81561], [2.67971, 0.83056, -0.48573], [1.47332, 0.81943, -1.05284], [5.84285, 2.06333, -0.65056], [5.36765, -1.75830, 2.19722], [3.47341, -3.38524, 2.47992], [1.44520, -3.02820, 1.16064], [-0.21756, 3.32960, -0.79421], [-1.32803, 3.34608, -1.56553], [-1.43011, 2.81185, -2.65119], [-2.49525, 4.11274, -0.96353], [-2.59106, 6.08429, -1.77944], [0.53591, 2.67977, -0.98841], [-0.25055, 3.70460, 0.13939], [-2.42720, 4.22750, 0.11506], [-3.42188, 3.62895, -1.25297]], "forces_ev_per_a": [[-0.2, 0.8, 0.4], [0.0, 0.0, 0.0], [0.1, 0.0, -0.1], [-0.1, 0.1, 0.1], [0.1, 0.0, 0.0], [0.1, -0.1, 0.0], [0.0, 0.1, -0.4], [0.2, 0.1, 0.2], [-0.2, -0.1, -0.1], [0.1, 0.1, 0.1], [0.0, -0.1, -0.1], [-0.1, 0.0, 0.0], [0.0, 0.0, 0.0], [0.0, -0.1, 0.0], [0.0, 0.1, 0.0], [0.0, 0.0, 0.1], [-0.1, -0.1, 0.0], [0.1, 0.0, 0.0], [0.1, 0.1, 0.0], [0.2, -0.2, 0.0], [-0.1, 0.0, 0.0], [0.0, 0.0, 0.0], [0.0, 0.0, 0.0], [0.0, 0.0, 0.0], [0.0, 0.0, 0.0], [0.0, 0.0, 0.0], [0.0, 0.0, 0.0], [0.0, 0.0, 0.0], [0.0, 0.0, 0.0], [0.0, 0.1, 0.0], [0.0, 0.0, 0.0], [-0.1, -0.1, 0.1], [-0.1, -0.1, 0.1], [0.0, -0.1, 0.0], [0.0, 0.0, 0.1], [0.0, 0.0, 0.0], [0.0, 0.0, 0.0], [0.0, -0.1, 0.0], [0.0, 0.0, 0.0], [0.0, 0.1, 0.0], [-0.1, -0.2, 0.3], [0.1, 0.0, -0.2], [0.0, 0.0, 0.0], [0.0, 0.0, 0.0], [0.0, 0.0, 0.0], [0.0, 0.0, 0.0], [0.0, 0.0, 0.0], [0.0, 0.0, 0.0], [0.1, 0.0, 0.0], [-0.1, 0.1, -0.1], [0.0, 0.0, 0.0], [0.0, 0.0, 0.0], [0.0, 0.0, 0.0], [-0.1, 0.0, 0.0], [0.0, -0.1, 0.0], [0.1, 0.0, 0.1], [0.0, 0.2, -0.1], [0.3, -0.4, 0.0], [0.0, 0.0, -0.1], [0.1, -0.1, 0.1], [-0.1, 0.0, -0.1], [0.0, 0.0, 0.0], [0.0, 0.0, 0.0], [0.0, 0.0, 0.0], [0.0, 0.0, 0.0], [0.0, 0.0, 0.2], [0.1, -0.1, 0.0], [0.0, 0.0, 0.0], [0.0, 0.0, 0.0], [0.0, 0.0, 0.0], [-0.1, 0.0, -0.3], [0.0, 0.0, 0.0], [0.0, 0.0, 0.0], [0.0, 0.0, 0.0]], "s_squared": 0.77, "e_lumo_ha": [0.0594, 0.0722], "multiplicity": 2, "total_charge": -1, "relative_energy_kcal_mol": 8.13, "e_homo_ev": [-3.9, -4.0]}

***

| no. | calculated total energy (Eh) |
| --- | --- |
| 1 | -3402.69683 |
| 2 | -398.41137 |
| 3 | -8854.35856 |